No. 1
This record from the OMol25 dataset describes 3 unconnected molecules or ions with the total composition C35H50F13N3O5S4. The level of theory is wB97M-V/def2-TZVPD.

total charge = 0
structure (SMILES) = CCN(CC)C(=S)SCCC[C@@](C#N)(CCC(C)C)[C@](C#N)(CC=O)CCC(F)(F)C(F)(F)C(F)(F)C(F)(F)C(F)(F)C(F)(F)F.O=S1(=O)CCCC1.O=S1(=O)CCCC1
gap between HOMO and LUMO = 7.96 eV
ΔE to the lowest compared entry with this formula, charge and spin = 836.33 kJ/mol
max |F| = 6.638 eV Å⁻¹

Positions of all 110 atoms, in Å:
C (3.02136, -3.95819, 3.84277)
C (3.23513, -3.04824, 5.16545)
N (2.38100, -1.82170, 5.20685)
C (2.57847, -1.02452, 6.46221)
C (3.75826, 0.04419, 6.20105)
C (0.91792, -2.16948, 5.19230)
S (0.19086, -3.11095, 6.36652)
S (-0.06502, -1.52471, 3.75960)
C (-0.08029, 0.36523, 3.78859)
C (-1.26363, 0.76860, 2.72607)
C (-0.89087, 2.01062, 1.78807)
C (-0.24774, 1.65385, 0.36309)
C (0.38468, 3.07265, -0.14760)
N (0.86896, 4.11648, -0.52868)
C (1.07680, 0.70076, 0.53171)
C (2.34946, 1.58055, 1.07048)
C (3.45277, 0.61073, 1.79915)
C (4.45787, 0.02178, 0.68397)
C (4.34821, 1.51933, 2.82073)
C (-1.26916, 1.16070, -0.78790)
C (-0.80883, 1.97656, -2.13308)
N (-0.47618, 2.56280, -3.14159)
C (-2.80663, 1.69300, -0.58539)
C (-3.68562, 0.81500, 0.42712)
O (-4.11654, 1.36872, 1.50105)
C (-1.16238, -0.37047, -1.23993)
C (-1.30513, -1.50543, -0.14425)
C (-1.47716, -2.95064, -0.88510)
F (-1.44361, -3.91774, 0.20314)
F (-2.81484, -2.98503, -1.39748)
C (-0.35145, -3.25034, -1.98782)
F (0.93952, -2.74034, -1.58900)
F (-0.62595, -2.63263, -3.26887)
C (-0.27364, -4.85335, -2.32551)
F (0.03731, -4.95187, -3.73802)
F (-1.55438, -5.49000, -2.18557)
C (0.92119, -5.61395, -1.56418)
F (2.13955, -5.26243, -2.26526)
F (1.09154, -5.24764, -0.20025)
C (0.83580, -7.24288, -1.68457)
F (2.19959, -7.70896, -1.81049)
F (0.16601, -7.68427, -2.85873)
C (0.13753, -7.94276, -0.41560)
F (-0.96548, -7.23006, 0.11761)
F (-0.35759, -9.23927, -0.80831)
F (1.16136, -8.19994, 0.54433)
H (2.06284, -3.72400, 3.26142)
H (3.89512, -3.85322, 3.09484)
H (2.92357, -5.05865, 4.19434)
H (4.33909, -2.71140, 5.14787)
H (3.01807, -3.70095, 6.09057)
H (1.60523, -0.41213, 6.61717)
H (2.72487, -1.68193, 7.39424)
H (4.34786, -0.27277, 5.26480)
H (4.40664, 0.15729, 7.13975)
H (3.26767, 1.06343, 5.93752)
H (0.91440, 0.79723, 3.42297)
H (-0.36959, 0.77930, 4.82157)
H (-2.14351, 1.11728, 3.40065)
H (-1.63570, -0.17139, 2.19449)
H (-1.79796, 2.72860, 1.74257)
H (-0.07945, 2.61734, 2.36137)
H (0.93247, -0.12425, 1.31174)
H (1.42383, 0.27250, -0.49005)
H (2.91943, 2.09701, 0.21805)
H (2.02910, 2.32375, 1.90488)
H (2.96155, -0.20151, 2.44873)
H (5.55110, 0.08708, 1.06559)
H (4.14465, -1.07438, 0.49026)
H (4.37272, 0.58107, -0.31930)
H (3.69636, 2.14478, 3.53910)
H (5.00952, 2.28178, 2.25508)
H (5.08030, 0.86249, 3.42601)
H (-3.30693, 1.62193, -1.64420)
H (-2.82149, 2.77946, -0.21517)
H (-3.99468, -0.29041, 0.29544)
H (-0.15845, -0.48719, -1.81066)
H (-1.97770, -0.54745, -2.04979)
H (-2.18497, -1.44135, 0.57930)
H (-0.35724, -1.63921, 0.51456)
C (1.32223, 6.03081, -3.65323)
C (1.58605, 6.63028, -5.03577)
C (2.41095, 7.90272, -4.83459)
S (3.34088, 7.66206, -3.32488)
O (2.87693, 8.61475, -2.34212)
O (4.74223, 7.50722, -3.64797)
C (2.66030, 6.06192, -2.92751)
H (0.92588, 5.01529, -3.72030)
H (0.59089, 6.64509, -3.11758)
H (2.15359, 5.91505, -5.64058)
H (0.65591, 6.84367, -5.56799)
H (3.10172, 8.06986, -5.66215)
H (1.77140, 8.77735, -4.70164)
H (2.56506, 5.95539, -1.84706)
H (3.33975, 5.30290, -3.32238)
C (-7.57735, -0.97995, -2.83990)
C (-7.31084, -0.38272, -4.22242)
C (-6.48829, 0.89111, -4.02144)
S (-5.56243, 0.65523, -2.50936)
O (-6.02859, 1.60892, -1.52968)
O (-4.15768, 0.49881, -2.82758)
C (-6.24089, -0.94576, -2.11079)
H (-7.97201, -1.99597, -2.90633)
H (-8.31092, -0.36583, -2.30718)
H (-6.74080, -1.09821, -4.82432)
H (-8.23958, -0.17153, -4.75738)
H (-5.79566, 1.05725, -4.84770)
H (-7.12920, 1.76522, -3.89180)
H (-6.33823, -1.05029, -1.02998)
H (-5.55908, -1.70453, -2.50281)

=====

No. 2
This record from the OMol25 dataset describes 7 unconnected molecules or ions with the total composition C35H50FNO22. The level of theory is wB97M-V/def2-TZVPD.

total charge = 0
structure (SMILES) = O=C(OF)OCCCNCc1ccccc1O.C[C@@H]1COC(=O)O1.C[C@@H]1COC(=O)O1.C[C@@H]1COC(=O)O1.C[C@@H]1COC(=O)O1.C[C@@H]1COC(=O)O1.C[C@@H]1COC(=O)O1
gap between HOMO and LUMO = 8.25 eV
max |F| = 1.319 eV Å⁻¹

Positions of all 109 atoms, in Å:
O (1.78833, -3.32178, 0.76545)
C (2.01427, -2.44991, -0.00699)
O (2.32624, -2.71363, -1.34990)
F (1.11259, -3.08424, -1.97395)
O (2.08266, -1.16846, 0.29042)
C (1.63880, -0.20264, -0.70678)
C (1.49705, 1.11760, 0.00012)
C (1.34889, 2.31996, -0.94528)
N (0.29030, 2.22173, -1.93737)
C (-1.04297, 2.55887, -1.40229)
C (-1.68991, 1.28666, -0.94140)
C (-1.96578, 0.26002, -1.84078)
C (-2.47700, -0.94341, -1.41005)
C (-2.76098, -1.16920, -0.06899)
C (-2.52457, -0.13727, 0.81668)
C (-1.99952, 1.07269, 0.39499)
O (-1.77213, 2.05593, 1.34691)
H (0.67819, -0.52651, -1.09982)
H (2.36351, -0.11171, -1.51224)
H (0.70502, 1.08580, 0.74507)
H (2.41689, 1.27153, 0.57152)
H (1.22371, 3.20799, -0.33378)
H (2.29185, 2.44902, -1.48078)
H (0.25769, 1.31471, -2.37454)
H (-0.90866, 3.26781, -0.59510)
H (-1.61611, 3.05168, -2.18628)
H (-1.76170, 0.39846, -2.89494)
H (-2.64469, -1.74248, -2.11722)
H (-3.15580, -2.10809, 0.27131)
H (-2.75240, -0.25956, 1.86564)
H (-2.26070, 2.84222, 1.07292)
C (5.62546, -3.13279, -1.05948)
C (6.80298, -2.28788, -0.64713)
C (6.44402, -0.97345, 0.01220)
O (7.55575, -0.14225, -0.34967)
C (8.07358, -0.62037, -1.50241)
O (8.87499, -0.05569, -2.17183)
O (7.54008, -1.83287, -1.80239)
H (5.95557, -4.07921, -1.48604)
H (4.98873, -3.34641, -0.20027)
H (5.03476, -2.62519, -1.82355)
H (7.48626, -2.86361, -0.01780)
H (6.35861, -1.04185, 1.09319)
H (5.52970, -0.53484, -0.39565)
C (-7.63791, -3.28314, 1.05589)
C (-6.89609, -1.99719, 1.31394)
C (-7.75653, -0.84946, 1.79900)
O (-7.04682, 0.28929, 1.29991)
C (-6.35228, -0.10390, 0.20642)
O (-5.80810, 0.63724, -0.54577)
O (-6.36325, -1.45188, 0.08908)
H (-6.94783, -4.06817, 0.74998)
H (-8.15821, -3.61072, 1.95595)
H (-8.36133, -3.15202, 0.25007)
H (-6.05685, -2.17111, 1.99284)
H (-7.83504, -0.79895, 2.88172)
H (-8.75840, -0.86052, 1.36178)
C (-6.44715, 5.43068, -3.39589)
C (-5.27992, 4.77668, -2.70324)
C (-5.64141, 3.63664, -1.77424)
O (-4.58956, 3.69733, -0.80149)
C (-4.13648, 4.96517, -0.76455)
O (-3.39103, 5.38444, 0.06566)
O (-4.63552, 5.68959, -1.78877)
H (-6.10442, 6.21036, -4.07510)
H (-7.01073, 4.69466, -3.96895)
H (-7.10752, 5.90091, -2.66682)
H (-4.53197, 4.45824, -3.43443)
H (-5.64520, 2.66546, -2.25977)
H (-6.59518, 3.78698, -1.26436)
C (6.59327, -0.62585, -4.41288)
C (5.69409, -1.20309, -5.47442)
C (6.01413, -0.78623, -6.89413)
O (4.72865, -0.84365, -7.52702)
C (3.78645, -0.65273, -6.57176)
O (2.63564, -0.45937, -6.78572)
O (4.34541, -0.71132, -5.33941)
H (6.30579, -1.00432, -3.44320)
H (7.63568, -0.88190, -4.59407)
H (6.49291, 0.46059, -4.38357)
H (5.65909, -2.29338, -5.39121)
H (6.71040, -1.45465, -7.39351)
H (6.38808, 0.23842, -6.95329)
C (0.60817, -2.93403, 5.85524)
C (-0.21368, -3.59902, 4.78224)
C (0.19019, -3.25894, 3.36267)
O (-1.07113, -3.39848, 2.66692)
C (-2.05879, -3.17474, 3.55279)
O (-3.21182, -3.03653, 3.27136)
O (-1.58044, -3.13497, 4.81182)
H (0.28469, -3.26354, 6.84317)
H (1.66253, -3.17827, 5.73223)
H (0.48779, -1.85256, 5.81293)
H (-0.22951, -4.68222, 4.93319)
H (0.92513, -3.94120, 2.95316)
H (0.54893, -2.24110, 3.24133)
C (0.14598, 2.50402, 5.74189)
C (1.43019, 1.92905, 5.20343)
C (1.81251, 2.40056, 3.81555)
O (2.54465, 1.27616, 3.30386)
C (2.10169, 0.17093, 3.94235)
O (2.35170, -0.94434, 3.61345)
O (1.31688, 0.50707, 4.98944)
H (-0.03910, 2.14909, 6.75495)
H (0.19368, 3.59263, 5.75926)
H (-0.69863, 2.19153, 5.12704)
H (2.24946, 2.09373, 5.90827)
H (2.43824, 3.28891, 3.81868)
H (0.94231, 2.56983, 3.17646)

=====

no.,calculated total energy (Eh),HOMO (eV)
1,-4794.7307,-8.952
2,-3173.5621,-8.368